Entry 1:
{
  "formula": "C2H4ClNO2",
  "method": "the ωB97M-V functional and the def2-TZVPD basis",
  "elements": ["C", "C", "H", "H", "H", "H", "N", "O", "O", "Cl"],
  "xyz": [[0.807262, 0.545094, 0.467914], [-0.509496, -0.046699, 1.029297], [0.838244, -1.961539, -0.960225], [2.279606, 0.064108, -0.828821], [-0.296061, -1.024559, 1.476075], [-0.884748, 0.606545, 1.758326], [1.447649, -0.304105, -0.350630], [0.666663, -1.041365, -1.236228], [1.128524, 1.623731, 0.829581], [-1.659922, -0.188537, -0.277708]],
  "forces_ev_per_a": [[-3.383, -1.308, 1.024], [1.503, -0.966, -0.807], [-0.240, 0.363, -0.355], [-0.574, -0.025, 0.270], [-0.265, 0.085, -0.176], [-0.455, 0.903, 0.885], [2.316, 0.119, -1.351], [0.809, -1.183, 0.261], [1.763, 1.868, 0.326], [-1.476, 0.145, -0.078]],
  "mulliken_charge": [0.37, -0.36, 0.34, 0.28, 0.24, 0.30, -0.13, -0.36, -0.54, -0.16],
  "e_above_lowest_kj_mol": 168.5,
  "energy_ha": -743.9708
}

Entry 2:
{
  "formula": "C5H23N10O6",
  "method": "the ωB97M-V functional and the def2-TZVPD basis",
  "elements": ["O", "H", "H", "H", "C", "O", "N", "N", "H", "H", "H", "H", "C", "O", "N", "N", "H", "H", "H", "H", "C", "O", "N", "N", "H", "H", "H", "H", "C", "O", "N", "N", "H", "H", "H", "H", "C", "O", "N", "N", "H", "H", "H", "H"],
  "xyz": [[0.088920, -1.181570, -0.084941], [0.081090, -2.085066, 0.329522], [0.990333, -0.855912, -0.408557], [-0.555834, -0.535441, 0.351916], [-1.552742, 0.978810, 2.431431], [-1.231788, 0.468768, 1.342873], [-2.812930, 1.059384, 2.923239], [-0.605996, 1.626140, 3.149751], [-3.602629, 0.820541, 2.340365], [-2.983079, 1.721985, 3.654946], [0.250704, 1.820131, 2.662279], [-0.845088, 2.240099, 3.906151], [-3.989462, 1.258763, -0.937346], [-4.254604, 1.387267, 0.268486], [-4.965198, 0.886771, -1.792851], [-2.729699, 1.351507, -1.443370], [-5.873306, 0.818256, -1.369235], [-4.857375, 0.693951, -2.769135], [-1.895288, 1.427040, -0.891240], [-2.744035, 1.254772, -2.441079], [0.205311, 1.719487, -2.704942], [0.499939, 1.956351, -1.517043], [0.523563, 0.507224, -3.236815], [-0.562890, 2.501755, -3.484063], [0.166579, 0.223900, -4.129262], [1.256401, -0.008105, -2.775722], [-0.680800, 3.448022, -3.157660], [-0.755956, 2.310454, -4.448049], [1.325881, -3.807087, 2.251791], [0.552457, -3.095447, 1.618435], [1.186834, -4.050701, 3.597697], [2.499927, -4.273848, 1.724018], [1.908143, -4.568638, 4.056432], [0.335918, -3.851112, 4.086773], [3.022352, -4.910733, 2.290843], [2.528109, -4.253859, 0.719705], [3.419164, 0.310616, -0.902521], [2.431196, -0.451802, -0.794943], [4.626863, -0.086870, -0.424667], [3.294879, 1.605976, -1.270524], [5.429328, 0.509886, -0.384484], [4.651490, -0.985569, 0.021987], [2.291117, 1.803008, -1.440971], [3.932182, 2.290883, -0.919220]],
  "forces_ev_per_a": [[-0.663, -0.459, -0.740], [0.507, 0.400, 0.392], [-0.060, 0.274, 0.400], [0.546, 0.171, 0.471], [-0.366, 0.911, -0.935], [-0.540, -0.374, 0.270], [0.323, -0.527, -0.110], [0.487, 0.021, 0.363], [0.229, 0.029, -0.352], [-0.110, 0.000, 0.119], [0.030, -0.091, 0.036], [-0.044, -0.004, 0.053], [0.474, -0.592, 2.500], [0.307, 0.177, -0.846], [-0.572, 0.139, -0.325], [-1.253, 0.001, -0.896], [-0.050, -0.009, -0.184], [0.063, 0.022, -0.040], [-0.052, 0.122, 0.151], [1.024, 0.088, -0.044], [-0.116, -1.577, 0.971], [-0.062, 0.706, -1.143], [0.136, 0.230, -0.072], [-0.169, 1.061, 0.354], [0.298, -0.105, -0.140], [-0.196, -0.234, 0.008], [-0.228, -0.074, -0.071], [0.229, -0.036, -0.124], [0.499, 0.712, 0.990], [-0.424, -0.484, -0.177], [0.147, -0.045, -0.981], [-0.953, 0.430, 0.185], [-0.104, -0.158, 0.334], [-0.085, 0.143, -0.107], [0.363, -0.360, -0.482], [0.411, -0.284, 0.048], [-0.017, 0.483, 2.131], [0.579, -0.164, -1.018], [-0.398, -0.365, -0.388], [-1.135, -1.109, -0.723], [0.076, 0.057, -0.107], [0.138, 0.000, -0.024], [0.652, 0.642, 0.340], [0.080, 0.232, -0.093]],
  "mulliken_charge": [-0.23, 0.57, 0.54, 0.52, 0.56, -0.80, -0.39, -0.42, 0.27, 0.19, 0.23, 0.20, 0.62, -0.67, -0.41, -0.16, 0.22, 0.15, 0.07, 0.16, 0.72, -0.80, -0.29, -0.41, 0.17, 0.18, 0.26, 0.18, 0.62, -0.73, -0.39, -0.42, 0.16, 0.22, 0.19, 0.24, 0.55, -0.78, -0.44, -0.32, 0.17, 0.22, 0.18, 0.25],
  "e_above_lowest_kj_mol": 2.1,
  "energy_ha": -1203.3381,
  "total_charge": 1
}

Entry 3:
{
  "formula": "C2H2BO3",
  "method": "the ωB97M-V functional and the def2-TZVPD basis",
  "elements": ["B", "C", "C", "O", "O", "O", "H", "H"],
  "xyz": [[1.256987, -0.120665, -0.465285], [-1.153920, 0.796081, 0.492730], [-0.984191, -0.526063, 0.364953], [-1.706553, -1.557059, 0.103531], [-1.372646, 1.960206, 0.609245], [0.525907, -0.680435, 0.547917], [2.452241, -0.129578, -0.151770], [0.982175, 0.257516, -1.501324]],
  "forces_ev_per_a": [[1.459, -1.488, 2.952], [-0.639, -1.543, -0.479], [0.134, -0.507, -0.130], [1.006, 1.594, 0.452], [-0.013, 0.722, 0.282], [-0.636, 0.568, -1.455], [-0.307, 0.154, -0.354], [-1.003, 0.500, -1.267]],
  "mulliken_charge": [0.27, 0.57, 0.15, -0.79, -0.56, -0.38, -0.15, -0.10],
  "e_above_lowest_kj_mol": 184.5,
  "energy_ha": -327.9699,
  "total_charge": -1
}

Entry 4:
{
  "formula": "C7H14O",
  "method": "the ωB97M-V functional and the def2-TZVPD basis",
  "elements": ["C", "C", "C", "C", "C", "C", "C", "O", "H", "H", "H", "H", "H", "H", "H", "H", "H", "H", "H", "H", "H", "H"],
  "xyz": [[-0.221803, 0.082713, -0.331591], [-0.473804, -0.923944, 0.628092], [-0.454202, -0.207215, -1.789863], [-0.426122, 1.524066, 0.053461], [2.763328, 0.346699, 0.893950], [-2.451363, -0.779786, 0.535631], [1.840453, -0.356977, -0.087742], [2.302499, -1.079673, -0.930978], [-0.278600, -1.947044, 0.332526], [-0.291255, -0.668762, 1.665148], [-0.602834, -1.268700, -1.979210], [0.268428, 2.149991, -0.508756], [-1.433494, 1.849645, -0.208776], [-1.317394, 0.332070, -2.177784], [0.442571, 0.096457, -2.337174], [-0.279374, 1.690636, 1.119003], [2.567673, 1.419477, 0.905096], [2.572327, -0.046575, 1.894313], [3.813501, 0.164168, 0.653232], [-2.862106, -0.708197, -0.466546], [-2.748732, 0.060447, 1.154996], [-2.729698, -1.729493, 0.982972]],
  "forces_ev_per_a": [[4.729, 0.601, -0.366], [-6.038, -0.300, 0.363], [0.497, -0.216, 0.087], [0.213, -0.135, -0.085], [-0.424, -0.153, 0.457], [2.640, -1.194, 1.020], [-0.763, 1.241, -2.151], [-0.571, -0.040, 0.588], [0.140, 0.012, 0.085], [0.198, -0.132, 0.008], [0.013, -0.042, 0.046], [-0.042, 0.107, 0.048], [-0.131, -0.026, 0.026], [-0.029, 0.101, 0.047], [-0.226, 0.014, -0.170], [0.052, 0.014, 0.053], [-0.100, -0.043, 0.025], [-0.032, 0.139, 0.106], [-0.203, -0.087, -0.160], [0.405, 0.053, -0.151], [0.058, -0.005, 0.033], [-0.387, 0.091, 0.090]],
  "mulliken_charge": [1.67, -1.26, -1.64, -1.74, -1.18, -1.06, 0.62, -0.53, 0.44, 0.37, 0.35, 0.43, 0.42, 0.41, 0.42, 0.35, 0.28, 0.29, 0.36, 0.30, 0.32, 0.39],
  "e_above_lowest_kj_mol": 347.2,
  "energy_ha": -350.2272
}

Entry 5:
{
  "formula": "C20H24CoN2O4P2",
  "method": "the ωB97M-V functional and the def2-TZVPD basis",
  "elements": ["C", "C", "C", "C", "C", "C", "C", "C", "C", "C", "C", "C", "C", "H", "H", "H", "H", "H", "H", "H", "N", "Co", "C", "H", "H", "C", "H", "H", "P", "P", "C", "H", "H", "H", "C", "H", "H", "H", "C", "H", "H", "H", "C", "H", "H", "H", "C", "O", "H", "O", "N", "O", "O"],
  "xyz": [[-2.376681, -3.372789, 0.304926], [-1.788506, -2.281506, -0.330802], [-2.205173, -0.964041, -0.010790], [-3.304528, -0.766469, 0.901196], [-3.845966, -1.910964, 1.556185], [-3.406208, -3.187638, 1.244766], [-3.633609, 0.555363, 1.227258], [-3.017743, 1.640009, 0.592451], [-1.952790, 1.353286, -0.343950], [-1.296520, 2.414407, -1.011750], [-1.585163, 3.717879, -0.631597], [-2.567410, 4.003756, 0.332591], [-3.282078, 2.991293, 0.940318], [-1.995150, -4.371177, 0.093801], [-4.619063, -1.748575, 2.308890], [-3.806490, -4.065228, 1.751407], [-4.334105, 0.719781, 2.047276], [-1.005993, 4.521815, -1.070995], [-2.748051, 5.039030, 0.598129], [-4.034116, 3.191004, 1.706882], [-1.420947, 0.092282, -0.398328], [0.906621, 0.030242, 0.189739], [-0.599012, -2.454467, -1.244895], [-0.646446, -1.754140, -2.110945], [-0.505155, -3.502338, -1.562508], [-0.191920, 2.103356, -2.000281], [-0.485458, 1.218623, -2.597930], [-0.004463, 2.980105, -2.638105], [0.925424, -1.963863, -0.282857], [1.367694, 1.604180, -1.149418], [2.064290, 3.119477, -0.433647], [3.004061, 2.863742, 0.059013], [2.225481, 3.876475, -1.218355], [1.396969, 3.496841, 0.339894], [2.571192, 1.128934, -2.428613], [2.718079, 1.958344, -3.141439], [3.512949, 0.876197, -1.931433], [2.226545, 0.234687, -2.955437], [1.156169, -3.246121, 0.981667], [1.085268, -4.245765, 0.512279], [2.158644, -3.071292, 1.409037], [0.390432, -3.087064, 1.751432], [2.268752, -2.420203, -1.462416], [3.219592, -2.310914, -0.917253], [2.130863, -3.472878, -1.769443], [2.271891, -1.768510, -2.350538], [2.338960, 0.297509, 1.735307], [2.461333, 1.073924, 2.629648], [0.281908, -0.779788, 1.344416], [4.803337, -0.614823, 3.461430], [4.547910, -0.028949, 2.422366], [5.060212, 0.969613, 1.950869], [3.564168, -0.682649, 1.600551]],
  "forces_ev_per_a": [[-0.903, -0.330, 0.726], [0.350, 1.210, -0.139], [-0.321, -1.093, 0.782], [0.716, -1.650, -0.069], [-0.176, 1.646, -0.515], [1.153, -0.842, -0.767], [-0.942, -0.119, 1.181], [0.828, 1.379, -0.498], [-0.218, 1.097, 0.747], [0.327, -1.071, 0.496], [-0.720, 0.749, 0.538], [1.055, 0.464, -0.986], [-0.332, -1.694, -0.108], [-0.216, 0.176, 0.030], [0.219, -0.106, -0.178], [-0.007, 0.307, -0.097], [0.026, 0.103, -0.353], [-0.180, 0.071, -0.031], [0.014, -0.091, 0.024], [0.259, 0.019, -0.262], [0.340, 0.041, -0.527], [-1.222, 0.629, 3.789], [-0.021, 0.483, 0.339], [0.004, -0.683, 0.497], [0.067, 0.354, -0.060], [-0.267, -0.155, -0.071], [0.177, 0.583, 0.037], [-0.027, -0.370, 0.037], [0.075, -3.615, -1.803], [0.948, 1.531, -1.637], [-0.069, -0.003, -0.105], [0.046, 0.049, -0.099], [-0.038, -0.241, 0.333], [-0.055, 0.117, -0.040], [-0.155, 0.339, -0.336], [0.080, -0.400, 0.224], [-0.073, 0.150, -0.068], [-0.005, 0.264, -0.034], [-0.054, 0.202, -0.144], [0.083, 0.453, 0.403], [-0.406, -0.220, -0.018], [0.254, -0.332, -0.083], [-0.029, 0.119, 0.135], [-0.205, -0.062, -0.317], [0.125, 0.453, 0.129], [0.003, -0.347, 0.380], [0.130, 0.544, 0.699], [-0.912, -0.707, -1.270], [0.821, 0.037, -0.625], [-0.602, 1.246, -1.901], [1.879, -0.734, 0.744], [-0.885, -1.561, 0.662], [-0.933, 1.611, 0.208]],
  "mulliken_charge": [-0.64, 0.40, 0.00, 0.74, -0.81, -0.79, -1.12, 0.97, 0.36, 0.17, -0.65, -0.79, -0.85, 0.43, 0.45, 0.40, 0.40, 0.45, 0.40, 0.46, -0.07, -0.42, -1.03, 0.31, 0.66, -1.16, 0.38, 0.66, 1.31, 1.08, -1.29, 0.42, 0.43, 0.41, -1.30, 0.44, 0.40, 0.32, -1.43, 0.41, 0.46, 0.44, -1.27, 0.38, 0.44, 0.30, 0.63, -0.53, 0.08, -0.51, 0.94, -0.48, -0.37],
  "e_above_lowest_kj_mol": 93.0,
  "energy_ha": -3251.9936,
  "total_charge": 1,
  "multiplicity": 5
}

Entry 6:
{
  "formula": "C6H15N3O2",
  "method": "the ωB97M-V functional and the def2-TZVPD basis",
  "elements": ["C", "C", "C", "C", "C", "C", "N", "N", "N", "O", "O", "H", "H", "H", "H", "H", "H", "H", "H", "H", "H", "H", "H", "H", "H", "H"],
  "xyz": [[0.055878, -2.815948, 0.148054], [2.403507, 0.498316, 0.744133], [1.648174, 1.159835, -1.512973], [0.306081, 1.732323, 0.692450], [0.841758, -1.580434, 0.276838], [1.129340, 0.711800, -0.112118], [-4.529214, 0.584688, 0.517324], [0.316334, -0.460031, 0.070944], [-3.336840, 0.578513, 0.586856], [-2.559164, -0.118284, -0.360136], [-5.186350, -0.060730, -0.520320], [0.626328, -3.597655, -0.011461], [-0.533994, -3.048632, 1.139803], [-0.684676, -2.542617, -0.658041], [3.201094, -0.113480, 0.369830], [3.021006, 1.467586, 0.760029], [2.283614, 0.047579, 1.780491], [2.051790, 0.254947, -1.906168], [2.316492, 2.055767, -1.445533], [0.738008, 1.425736, -2.063106], [0.995818, 2.481857, 0.903332], [-0.570718, 2.007529, -0.023311], [-0.173316, 1.284599, 1.615085], [-1.578934, 0.102736, -0.147497], [1.868011, -1.836990, 0.445710], [-4.650021, -0.219005, -1.290204]],
  "forces_ev_per_a": [[-5.531, 3.663, 2.191], [1.950, 1.499, 1.135], [-2.326, 0.286, 1.259], [-2.479, -1.073, -1.930], [-0.386, -0.936, -0.162], [2.027, 0.335, 3.782], [-1.469, -0.278, -0.769], [-0.410, -0.558, -2.512], [3.048, 0.100, 0.536], [-0.020, 0.659, 0.043], [-0.979, 0.012, 0.628], [2.724, -3.915, -1.217], [0.911, 0.506, -1.826], [0.510, -1.107, 0.847], [0.043, -0.911, -1.027], [-1.237, -0.937, 0.588], [-0.396, 1.112, -1.022], [0.830, -0.228, -0.797], [-0.447, -1.116, -0.005], [0.364, 0.078, -0.418], [0.393, 2.052, 0.586], [1.392, 0.258, 1.421], [0.879, 0.491, -1.011], [-1.631, -0.722, -0.024], [1.037, 0.840, 0.102], [1.203, -0.113, -0.398]],
  "mulliken_charge": [-1.16, -1.80, -1.54, -1.56, 0.00, 1.57, -0.13, -0.35, 0.03, -0.40, -0.31, 0.50, 0.21, 0.20, 0.50, 0.38, 0.43, 0.42, 0.34, 0.36, 0.55, 0.30, 0.32, 0.50, 0.32, 0.32],
  "e_above_lowest_kj_mol": 516.1,
  "energy_ha": -552.1651
}